# 1
Formula: C22H23F3N2O3
Source: OMol25
Level of theory: ωB97M-V/def2-TZVPD

Calculated values
Gap between HOMO and LUMO in eV: 9.81
E_LUMO in Ha: 0.0241
2S+1: 1
Total energy in Eh: -1486.90789
HOMO energy in eV: -9.16
Max |F| in eV Å⁻¹: 1.02
Total charge: 0
SMILES: C=CCC1(CC=C)CCCN1C(=O)c1cc(COc2cccc(C(F)(F)F)c2)on1

Last column: Mulliken charge in e.
CARTESIAN COORDINATES (ANGSTROEM)
C1 0.12732 1.19076 0.72144  0.163
F1 6.21595 -2.59634 1.15674  -0.266
O1 4.32107 2.61563 0.42068  -0.455
N1 -2.17900 0.56708 0.29650  0.203
C2 1.40385 0.92477 1.28979  0.148
H1 -2.31034 2.30322 -0.86713  0.310
H2 -2.14133 2.58859 0.86843  0.475
C3 -4.44304 0.51866 -0.36119  -0.671
H3 -3.90065 -0.37959 2.13636  0.391
H4 -5.40382 0.13017 -0.03364  0.275
H5 5.71881 2.61359 -1.65675  0.464
C4 -3.27923 -0.38451 0.07415  0.647
C5 4.66717 0.20161 0.44976  0.205
C6 -3.11172 -0.90141 -3.45345  -0.863
H6 3.38760 3.61041 1.86825  0.337
C7 4.83233 1.46896 -0.09505  0.590
H7 -5.19283 -4.19661 1.38934  0.287
H8 -1.61109 -0.12595 -2.22965  0.220
N2 0.07712 2.42808 0.29183  -0.437
C8 -4.41113 -3.46139 1.47962  -0.866
F2 4.08673 -2.34559 1.28693  -0.245
C9 6.19034 0.52899 -1.85257  -0.476
F3 4.96272 -3.21690 -0.47468  -0.272
C10 -4.62882 -2.17700 1.26814  -0.149
H9 1.71640 -0.00558 1.71327  0.581
C11 -4.12086 1.87468 0.25426  -0.954
H10 4.08283 0.04036 1.33979  0.432
H11 3.85082 1.94972 2.33884  0.434
C12 3.44645 2.57090 1.53231  -0.936
H12 -3.98658 -1.52424 -3.55001  0.288
C13 -2.91533 -1.40353 -1.02197  -1.181
H13 -5.61993 -1.83626 0.99568  0.271
H14 6.48489 -1.60054 -1.77981  0.433
O2 -0.63334 -1.01207 0.79183  -0.711
H15 -2.65228 -1.57670 1.74715  0.395
C14 -2.49242 -0.75121 -2.29719  -0.262
C15 -3.57886 -1.12054 1.39859  -1.057
C16 5.12328 -2.25125 0.44225  0.886
H16 -4.45300 0.59743 -1.44926  0.478
C17 6.03074 -0.73934 -1.31641  -0.902
O3 1.26500 3.00039 0.55772  -0.235
H17 -3.78245 -2.04324 -1.19217  0.651
C18 5.60112 1.62109 -1.25216  -0.635
H18 -4.61345 2.69813 -0.25777  0.459
H19 -4.41022 1.89713 1.30582  0.350
C19 5.26765 -0.88665 -0.16949  -0.361
C20 -2.60390 1.94103 0.12392  -0.586
H20 6.78009 0.66230 -2.74582  0.389
C21 2.07208 2.10756 1.16184  0.149
H21 -3.43698 -3.82963 1.75512  0.284
H22 -2.76720 -0.42240 -4.35433  0.292
H23 -2.09492 -2.02004 -0.64867  0.428
C22 -0.93765 0.15732 0.60283  0.604



# 2
Formula: C22H23F6I2N7O7S2Yb
Source: OMol25
Level of theory: ωB97M-V/def2-TZVPD

Calculated values
Gap between HOMO and LUMO (spin up / spin down) in eV: 8.30 / 7.61
E_LUMO (spin up / spin down) in Ha: -0.0884 / -0.1140
2S+1: 2
Total energy in Eh: -4911.65249
HOMO energy (spin up / spin down) in eV: -10.71 / -10.71
Max |F| in eV Å⁻¹: 3.90
Total charge: +1

Last column: Mulliken charge in e.
CARTESIAN COORDINATES (ANGSTROEM)
H1 3.08575 4.11091 -4.64027  0.394
C1 -2.37235 -2.83119 0.63273  -0.431
H2 -0.37645 2.28651 -2.06347  0.370
H3 0.87195 3.63891 -3.62197  0.476
H4 0.31915 -3.95449 -3.24397  0.245
Yb1 -0.04555 -0.41739 0.16593  0.640
C2 -3.10415 0.27451 2.44853  -1.269
H5 2.32745 -2.99109 -2.41157  0.352
C3 0.95635 4.53891 1.48263  -0.854
H6 -3.75275 -2.85509 -3.47437  0.259
I1 -2.37335 1.24671 -0.29487  0.360
C4 2.50415 2.23691 -3.80677  1.048
S1 1.39755 0.23031 3.46523  1.067
N1 0.56075 -0.53099 2.28893  0.235
H7 3.20955 2.74291 -5.74107  0.304
H8 2.41905 -0.73409 -2.18637  0.222
C5 1.83745 3.95891 0.58363  -1.239
N2 0.63145 1.89211 0.66573  1.555
N3 1.48265 -2.84179 -1.86427  -0.338
H9 1.06015 5.56981 1.77873  0.482
C6 -3.23505 -1.09849 1.85133  0.972
C7 -4.40495 -1.81399 2.09703  -1.198
H10 -5.19395 -1.36939 2.68233  0.518
F1 -0.43075 -0.86519 5.00463  -0.195
F2 2.57255 -0.41729 0.39063  -0.038
C8 -2.98345 -2.11729 -3.26277  -0.476
O1 1.34785 -2.92919 2.98453  -0.644
H11 -3.56065 -4.58649 0.38493  0.496
H12 4.40565 2.93761 -4.46307  0.405
C9 -0.76555 -2.40789 -2.49337  0.304
C10 1.27735 2.68621 -3.32497  -1.214
N4 0.35725 -3.12839 -2.65377  -0.344
H13 -3.14675 -1.63529 -2.29987  0.138
O2 -1.73965 -2.83059 -3.26407  -0.493
O3 2.51725 -0.68279 3.52053  -0.822
C11 0.59765 -0.03359 5.15533  0.721
C12 3.35245 3.06001 -4.70777  -1.512
H14 -4.08535 0.76911 2.43063  0.537
C13 -0.03685 3.75011 2.03423  -1.006
C14 2.10935 0.25161 -2.50677  -0.008
C15 2.97215 -1.48609 1.18943  0.780
F3 3.22845 -2.48119 0.32863  -0.264
H15 -2.78445 0.17261 3.49593  0.367
H16 -1.53605 -3.22139 0.06423  0.576
O4 1.75605 1.57381 3.16333  -0.638
H17 3.82095 0.53581 -3.74297  0.489
O5 -0.74695 1.20711 3.52103  -0.681
C16 2.89495 0.96481 -3.39047  -1.108
S2 1.31035 -1.90449 2.02113  0.707
C17 -0.15625 2.43581 1.60643  0.777
H18 2.66785 4.51281 0.18033  0.515
I2 -3.01365 1.62651 -3.02147  -0.418
F4 0.20995 1.06041 5.77603  -0.186
C18 1.64415 2.64381 0.21623  -0.323
N5 0.95685 0.70631 -1.99037  0.545
F5 4.10735 -1.15859 1.74293  -0.194
H19 -2.97005 -1.35319 -4.04127  0.235
O6 -0.85975 -1.47379 -1.68027  0.144
C19 -1.06945 1.51111 2.35983  0.199
C20 -3.50345 -3.60079 0.81723  -1.144
N6 -2.16095 1.10691 1.76433  -0.243
H20 -5.46205 -3.63389 1.71523  0.452
F6 1.49955 -0.63019 5.91673  -0.216
C21 -4.55385 -3.07529 1.55813  -0.457
C22 0.56165 1.90731 -2.43867  -0.585
O7 0.68325 -2.32039 0.75453  -0.581
N7 -2.23315 -1.58349 1.10603  0.755
H21 1.51675 -3.44299 -1.03987  0.266
H22 2.32875 2.16661 -0.47207  0.591
H23 -0.70215 4.12371 2.79693  0.619



# 3
Formula: C22H23IN2O
Source: OMol25
Level of theory: ωB97M-V/def2-TZVPD

Calculated values
Gap between HOMO and LUMO in eV: 7.79
E_LUMO in Ha: -0.0080
2S+1: 1
Total energy in Eh: -1334.45516
HOMO energy in eV: -8.01
Max |F| in eV Å⁻¹: 4.56
Total charge: 0
SMILES: CN1CCCC[C@@H]1Cn1cc(C(=O)c2ccccc2I)c2ccccc21

Last column: Mulliken charge in e.
CARTESIAN COORDINATES (ANGSTROEM)
C1 1.92883 2.00058 0.65539  0.240
H1 1.90285 6.03152 0.91953  0.321
H2 0.30893 4.47048 0.06171  0.434
H3 1.96202 4.20098 2.59181  0.279
C2 1.14003 -1.47457 -0.73873  0.210
H4 2.90347 0.61598 -0.79711  0.325
C3 0.48221 -0.81043 1.27866  -1.115
H5 1.55054 4.79427 -1.23277  0.283
H6 0.64791 2.70447 -2.61812  0.242
C4 2.38423 5.06825 0.63550  -0.755
C5 0.44973 2.29284 -1.53969  -0.561
I1 -3.38670 -0.01020 -0.85956  0.020
C6 0.08824 -3.24653 -2.63058  -1.105
H7 3.57116 4.71483 2.17916  0.401
C7 -0.57851 -3.02695 -1.40850  0.045
H8 1.11896 1.90872 1.37383  0.332
C8 -0.46926 -1.69677 0.87821  0.532
C9 -3.49972 -3.72492 1.74730  -0.680
C10 -0.07362 -2.20339 -0.42497  0.842
C11 3.13820 2.75844 1.31337  -0.553
H9 -5.57120 -2.37535 -1.19883  0.382
N1 1.48877 2.82487 -0.56334  0.036
C12 1.33306 4.28178 -0.29627  -0.749
N2 1.44723 -0.61250 0.31932  0.321
H10 -0.44814 -3.83833 -3.32916  0.437
H11 -0.60814 2.62262 -1.06657  0.195
C13 -5.31438 -3.92853 0.17686  -0.608
H12 -1.58451 -3.39763 -1.40096  0.332
C14 -2.97335 -2.69844 1.02753  1.516
C15 -4.85481 -2.74415 -0.47306  -0.326
H13 3.33053 0.18203 0.93615  0.237
C16 2.49702 0.49317 0.21634  -1.125
H14 0.43513 1.15714 -1.60725  0.108
C17 2.78759 4.15999 1.80299  -0.775
H15 3.94935 2.81157 0.44226  0.230
H16 2.69534 -0.95047 -2.31504  0.204
H17 -5.03665 -5.25815 1.81437  0.273
O1 -1.76808 -1.65558 2.82802  -0.640
H18 3.38528 2.22110 2.26806  0.332
H19 1.82062 -2.54570 -3.86525  0.310
C18 -1.77109 -2.01931 1.61809  -0.084
C19 1.80681 -1.55830 -1.94005  -0.685
C20 -4.65324 -4.32124 1.32284  -0.351
C21 -3.71152 -2.16625 -0.01983  -0.564
H20 -6.23134 -4.50619 0.01208  0.334
H21 3.28792 5.33358 0.04384  0.355
H22 0.43499 -0.19800 2.14990  0.597
H23 -3.02456 -4.22034 2.58947  0.381
C22 1.28187 -2.46097 -2.87694  -0.408



# 4
Formula: C22H23IrN8S5Si
Source: OMol25
Level of theory: ωB97M-V/def2-TZVPD

Calculated values
Gap between HOMO and LUMO (spin up / spin down) in eV: 5.75 / 5.40
E_LUMO (spin up / spin down) in Ha: -0.0086 / -0.0976
2S+1: 5
Total energy in Eh: -3674.95009
HOMO energy (spin up / spin down) in eV: -5.98 / -8.06
Max |F| in eV Å⁻¹: 0.81
Total charge: 0

Last column: Mulliken charge in e.
CARTESIAN COORDINATES (ANGSTROEM)
H1 0.14478 2.79172 -2.05155  -0.258
H2 -3.57856 -1.46366 -2.54840  0.312
N1 -4.81270 -2.91488 5.72852  -0.494
C1 3.09010 1.79271 1.75293  -0.312
H3 5.03188 2.66499 2.02994  0.406
C2 -3.73249 -0.38903 -2.67499  -1.302
N2 1.80738 1.96017 1.24834  -0.089
C3 -4.09858 -2.78489 4.83768  -0.302
C4 -2.16632 -3.52855 1.74689  -0.795
N3 2.32482 4.17654 0.72302  -0.089
C5 -1.70887 0.51415 -0.62428  -0.846
C6 3.65803 4.02287 1.13693  -0.609
H4 2.02921 -2.26371 3.60005  0.235
H5 -2.72127 -0.60692 4.21188  0.513
C7 1.45435 3.12559 0.76556  0.416
H6 -0.39618 0.23621 -4.34071  0.319
H7 -0.12125 -0.93974 -3.04841  0.160
S1 -0.42683 -2.23650 0.18534  -0.193
C8 1.58788 1.47477 -2.58120  0.028
N4 1.87497 -1.52923 2.93425  -0.173
N5 -4.15346 -5.97786 3.18906  -0.500
H8 -2.24194 -0.34932 -0.21901  0.332
N6 1.59557 0.70735 -1.51372  0.461
H9 -3.40579 2.57020 -3.01320  0.381
N7 0.76844 2.50128 -2.80042  -0.133
C9 2.43464 -1.58864 1.71368  -0.158
N8 2.10556 -0.82143 0.71260  0.573
C10 -3.21382 -2.62262 3.72802  0.484
C11 -1.48408 -2.31259 1.52276  0.718
H10 4.52342 -2.39765 -0.97032  0.452
S2 -0.89793 0.29136 2.35163  -0.590
H11 -4.14439 -0.22448 -3.67410  0.302
C12 -3.00816 -3.69769 2.81981  0.460
H12 1.98880 5.05765 0.38049  0.231
Ir1 0.22307 0.50572 0.29150  1.990
H13 4.30696 4.87554 1.02349  0.407
H14 -2.18482 1.39164 -0.17651  0.578
H15 -1.85464 3.04011 -2.34300  0.301
C13 3.81742 -2.01640 -0.25234  -0.402
S3 2.82537 1.06485 -3.74594  -0.259
H16 3.30967 0.84864 2.22526  0.516
C14 3.39413 -0.16518 -2.68136  -0.619
H17 4.24189 -0.77182 -2.95010  0.455
S4 -0.14051 3.31190 0.18605  -0.594
S5 3.75496 -2.67012 1.34499  -0.269
C15 -2.56458 -1.42679 3.52367  -1.023
C16 2.88337 -1.04913 -0.39984  -0.479
C17 -1.69473 -1.23816 2.43532  0.698
C18 -2.33977 2.33206 -3.01870  -1.177
H18 -4.48208 -0.07175 -1.94716  0.354
H19 1.05325 -0.94249 3.03799  0.037
C19 2.64510 -0.20610 -1.55981  -0.458
C20 -3.65422 -4.95614 3.02354  -0.256
H20 -2.01456 -4.34000 1.04909  0.527
Si1 -2.08559 0.52651 -2.47580  0.388
C21 4.02396 2.81955 1.67294  -0.734
C22 -0.89041 -0.41369 -3.61782  -0.941
H21 -1.44488 -1.16644 -4.18133  0.465
H22 -1.97391 2.51942 -4.03149  0.337
H23 0.73835 2.96011 -3.69172  0.219